No. 1
# C32H29F5N2O3

2 unconnected molecules or ions with the total composition C32H29F5N2O3 in a non-equilibrium geometry (ωB97M-V/def2-TZVPD, the Open Molecules 2025 dataset).

The geometry in XYZ format:
```
71
C32H29F5N2O3 ωB97M-V/def2-TZVPD
C 4.601 -1.684 1.508
N 3.365 -1.971 0.822
C 2.333 -2.584 1.464
O 2.334 -2.992 2.624
C 1.143 -2.617 0.489
C -0.077 -1.848 0.940
C -0.523 -2.233 2.302
C -0.324 -1.397 3.397
F 0.271 -0.190 3.207
C -0.616 -1.808 4.692
F -0.371 -0.993 5.733
C -1.209 -3.050 4.904
F -1.500 -3.456 6.151
C -1.431 -3.897 3.821
F -2.002 -5.100 4.019
C -1.102 -3.476 2.537
F -1.272 -4.343 1.497
N 1.748 -2.115 -0.735
C 1.105 -2.268 -1.899
C 1.600 -1.814 -3.113
C 1.247 -2.477 -4.310
C 1.321 -1.777 -5.589
C 0.341 -1.922 -6.589
C 0.493 -1.263 -7.802
C 1.613 -0.461 -8.046
C 2.583 -0.329 -7.049
C 2.438 -0.963 -5.821
C 3.107 -1.595 -0.566
C 3.163 -0.060 -0.712
C 4.125 -2.234 -1.523
H 4.501 -2.010 2.553
H 5.442 -2.225 1.038
H 4.806 -0.599 1.477
H 0.848 -3.675 0.362
H 0.158 -0.788 0.920
H -0.871 -2.020 0.217
H 0.194 -2.883 -1.857
H 2.250 -0.913 -3.129
H 0.488 -3.257 -4.185
H -0.504 -2.584 -6.409
H -0.249 -1.396 -8.586
H 1.743 0.042 -9.013
H 3.479 0.261 -7.229
H 3.230 -0.920 -5.067
H 2.571 0.409 0.092
H 4.214 0.264 -0.628
H 2.763 0.252 -1.685
H 4.073 -3.332 -1.457
H 3.918 -1.937 -2.562
H 5.138 -1.889 -1.260
C 1.902 -4.984 -7.070
C 1.456 -4.950 -5.635
C 2.326 -4.271 -4.616
C 2.324 -4.979 -3.313
C 3.463 -5.878 -2.856
C 4.634 -6.083 -3.592
C 5.712 -6.773 -3.020
C 5.599 -7.351 -1.751
C 4.410 -7.189 -1.023
C 3.353 -6.466 -1.573
O 1.381 -4.877 -2.501
O 0.324 -5.345 -5.293
H 2.860 -5.515 -7.205
H 1.137 -5.488 -7.672
H 1.977 -3.950 -7.415
H 3.230 -3.695 -4.884
H 4.689 -5.671 -4.603
H 6.638 -6.892 -3.580
H 6.398 -7.965 -1.332
H 4.276 -7.626 -0.032
H 2.421 -6.305 -1.025
```

Its spin multiplicity is 1. The charge is 0. The calculation puts the LUMO energy at -0.20 eV. As for the frontier orbital gap: 0.265 hartree.

No. 2
# C32H29N2O4PS2V

A molecular structure, C32H29N2O4PS2V in a non-equilibrium geometry (ωB97M-V/def2-TZVPD, the Open Molecules 2025 dataset).

The geometry in XYZ format:
```
71
C32H29N2O4PS2V ωB97M-V/def2-TZVPD
V 0.636 0.334 -0.205
C -0.047 8.322 -1.237
C 0.014 6.846 -1.332
C -0.566 6.033 -0.353
C -0.428 4.659 -0.392
C 0.301 4.095 -1.429
C 0.835 4.864 -2.457
C 0.680 6.235 -2.402
S 0.747 2.394 -1.337
O 0.680 1.989 0.148
O 2.063 2.126 -1.845
N -0.221 1.171 -1.836
C 0.114 0.398 -2.980
C 0.513 -1.017 -2.486
O 0.489 -2.018 -3.123
O 0.807 -0.937 -1.198
H -0.620 8.648 -0.375
H -0.490 8.745 -2.138
H 0.959 8.739 -1.168
H -1.114 6.490 0.457
H -0.856 4.042 0.383
H 1.379 4.395 -3.262
H 1.095 6.854 -3.184
H 0.981 0.805 -3.526
H -0.733 0.280 -3.668
S -0.653 -0.740 1.279
C -0.831 -2.385 0.665
N -1.618 -2.628 -0.403
C -1.844 -3.867 -0.870
C -1.276 -4.960 -0.253
C -0.467 -4.752 0.864
C -0.241 -3.461 1.321
H -2.091 -1.841 -0.852
H -2.489 -3.968 -1.732
H -1.476 -5.956 -0.620
H -0.024 -5.592 1.378
H 0.371 -3.278 2.190
C 4.937 3.884 2.434
C 4.691 2.810 3.277
C 3.998 1.702 2.824
C 3.564 1.659 1.493
C 3.799 2.751 0.647
C 4.482 3.855 1.121
P 2.898 0.136 0.801
C 2.778 -1.082 2.142
C 3.609 -2.203 2.152
C 3.655 -3.002 3.283
C 2.873 -2.701 4.387
C 2.048 -1.581 4.381
C 1.991 -0.775 3.259
C 3.997 -0.466 -0.485
C 5.203 0.187 -0.757
C 6.073 -0.352 -1.687
C 5.745 -1.519 -2.363
C 4.539 -2.163 -2.104
C 3.669 -1.647 -1.165
H 5.486 4.743 2.789
H 5.052 2.827 4.294
H 3.833 0.869 3.492
H 3.462 2.725 -0.379
H 4.670 4.688 0.462
H 4.244 -2.427 1.308
H 4.324 -3.849 3.301
H 2.906 -3.338 5.257
H 1.467 -1.331 5.255
H 1.362 0.110 3.255
H 5.471 1.089 -0.228
H 7.016 0.136 -1.881
H 6.433 -1.930 -3.085
H 4.284 -3.068 -2.634
H 2.740 -2.162 -0.937
```

Its spin multiplicity is 1. The charge is +3. The calculation puts the LUMO energy at -10.99 eV. For the relative energy (zero: lowest compared OMol25 entry of this formula, charge and spin), the calculation gives 0.0 kJ/mol. As for the frontier orbital gap: 0.220 hartree.

No. 3
# C32H29N4O3ReS

A molecular structure, C32H29N4O3ReS (ωB97M-V/def2-TZVPD, the Open Molecules 2025 dataset).

The geometry in XYZ format:
```
70
C32H29N4O3ReS ωB97M-V/def2-TZVPD
Re 0.003 -0.212 0.268
C -1.009 -1.301 4.379
C -0.783 -1.253 2.918
N -0.274 -0.235 2.292
N -0.172 0.994 2.914
C -0.423 1.914 2.027
O -0.639 1.540 0.739
C -0.491 3.329 2.334
C -0.130 3.771 3.612
C -0.196 5.118 3.910
C -0.625 6.023 2.944
C -0.989 5.586 1.675
C -0.922 4.241 1.364
C -1.262 -2.289 1.983
C -1.782 -3.504 2.379
C -2.332 -4.352 1.421
C -2.351 -3.950 0.096
C -1.803 -2.724 -0.243
N -1.265 -1.906 0.671
H -1.009 -0.297 4.795
H -0.193 -1.860 4.849
H -1.944 -1.803 4.620
H 0.199 3.059 4.357
H 0.083 5.467 4.894
H -0.679 7.076 3.185
H -1.332 6.297 0.936
H -1.221 3.894 0.384
H -1.768 -3.785 3.423
H -2.749 -5.307 1.715
H -2.789 -4.567 -0.676
H -1.821 -2.371 -1.267
O 1.329 -1.839 -0.232
C 2.760 -1.570 -0.240
C 2.965 -0.083 -0.261
C 4.228 0.419 -0.502
C 4.432 1.790 -0.465
C 3.351 2.619 -0.205
C 2.113 2.059 0.011
N 1.913 0.724 -0.002
H 1.158 -2.780 -0.084
H 3.193 -2.038 -1.123
H 3.202 -2.006 0.657
H 5.045 -0.260 -0.711
H 5.417 2.201 -0.642
H 3.457 3.694 -0.174
H 1.245 2.676 0.189
O -0.227 0.069 -1.697
S -0.650 -0.589 -3.063
C -0.188 0.593 -4.269
C -0.572 1.930 -4.171
C -0.228 2.781 -5.201
C 0.462 2.295 -6.312
C 0.830 0.962 -6.396
C 0.510 0.092 -5.362
C -2.421 -0.514 -3.005
C -3.090 0.351 -2.149
C -4.477 0.357 -2.174
C -5.164 -0.480 -3.045
C -4.475 -1.336 -3.896
C -3.089 -1.366 -3.876
H -1.130 2.288 -3.315
H -0.509 3.825 -5.156
H 0.710 2.970 -7.121
H 1.364 0.596 -7.262
H 0.797 -0.951 -5.410
H -2.551 1.022 -1.490
H -5.022 1.026 -1.522
H -6.245 -0.463 -3.064
H -5.016 -1.982 -4.574
H -2.546 -2.033 -4.537
```

Its spin multiplicity is 4. The charge is +3. The calculation puts the LUMO energy (spin up / spin down) at -9.31 / -10.53 eV. For the relative energy (zero: lowest compared OMol25 entry of this formula, charge and spin), the calculation gives 79.2 kJ/mol. As for the frontier orbital gap (spin up / spin down): 0.255 / 0.208 hartree.

Repeat the third record exactly.
# C32H29N4O3ReS

A molecular structure, C32H29N4O3ReS (ωB97M-V/def2-TZVPD, the Open Molecules 2025 dataset).

The geometry in XYZ format:
```
70
C32H29N4O3ReS ωB97M-V/def2-TZVPD
Re 0.003 -0.212 0.268
C -1.009 -1.301 4.379
C -0.783 -1.253 2.918
N -0.274 -0.235 2.292
N -0.172 0.994 2.914
C -0.423 1.914 2.027
O -0.639 1.540 0.739
C -0.491 3.329 2.334
C -0.130 3.771 3.612
C -0.196 5.118 3.910
C -0.625 6.023 2.944
C -0.989 5.586 1.675
C -0.922 4.241 1.364
C -1.262 -2.289 1.983
C -1.782 -3.504 2.379
C -2.332 -4.352 1.421
C -2.351 -3.950 0.096
C -1.803 -2.724 -0.243
N -1.265 -1.906 0.671
H -1.009 -0.297 4.795
H -0.193 -1.860 4.849
H -1.944 -1.803 4.620
H 0.199 3.059 4.357
H 0.083 5.467 4.894
H -0.679 7.076 3.185
H -1.332 6.297 0.936
H -1.221 3.894 0.384
H -1.768 -3.785 3.423
H -2.749 -5.307 1.715
H -2.789 -4.567 -0.676
H -1.821 -2.371 -1.267
O 1.329 -1.839 -0.232
C 2.760 -1.570 -0.240
C 2.965 -0.083 -0.261
C 4.228 0.419 -0.502
C 4.432 1.790 -0.465
C 3.351 2.619 -0.205
C 2.113 2.059 0.011
N 1.913 0.724 -0.002
H 1.158 -2.780 -0.084
H 3.193 -2.038 -1.123
H 3.202 -2.006 0.657
H 5.045 -0.260 -0.711
H 5.417 2.201 -0.642
H 3.457 3.694 -0.174
H 1.245 2.676 0.189
O -0.227 0.069 -1.697
S -0.650 -0.589 -3.063
C -0.188 0.593 -4.269
C -0.572 1.930 -4.171
C -0.228 2.781 -5.201
C 0.462 2.295 -6.312
C 0.830 0.962 -6.396
C 0.510 0.092 -5.362
C -2.421 -0.514 -3.005
C -3.090 0.351 -2.149
C -4.477 0.357 -2.174
C -5.164 -0.480 -3.045
C -4.475 -1.336 -3.896
C -3.089 -1.366 -3.876
H -1.130 2.288 -3.315
H -0.509 3.825 -5.156
H 0.710 2.970 -7.121
H 1.364 0.596 -7.262
H 0.797 -0.951 -5.410
H -2.551 1.022 -1.490
H -5.022 1.026 -1.522
H -6.245 -0.463 -3.064
H -5.016 -1.982 -4.574
H -2.546 -2.033 -4.537
```

Its spin multiplicity is 4. The charge is +3. The calculation puts the LUMO energy (spin up / spin down) at -9.31 / -10.53 eV. For the relative energy (zero: lowest compared OMol25 entry of this formula, charge and spin), the calculation gives 79.2 kJ/mol. As for the frontier orbital gap (spin up / spin down): 0.255 / 0.208 hartree.

- What is the charge in the third record?
  +3

- What is the spin multiplicity in the second record?
  1